(1)
Molecular formula: C6H24BNO11P4
Method: DFT, ωB97M-V with the def2-TZVPD basis set

Its frontier orbital gap is 5.65 eV. Its lowest unoccupied orbital energy is -2.73 eV. The value obtained for the HOMO energy is -0.3078 hartree. The total charge is 0. The SMILES is NB(O)[PH]#P(O)O.COP(=O)(OC)OC.COP(=O)(OC)OC.

```
47
Properties=species:S:1:pos:R:3:forces:R:3
N -3.074747 -1.224881 -0.005500 -0.94 1.35 -1.06
B -4.168530 -0.596533 -0.786798 0.60 1.37 0.02
O -4.128614 0.772624 -1.270101 0.35 -1.88 0.44
P -5.790247 -1.597315 -1.206477 -0.38 -1.24 -1.37
P -7.438997 -0.814492 -0.011258 -0.05 0.53 2.20
O -8.866722 -1.495030 -0.648310 1.32 0.81 -0.27
O -7.499598 0.884114 -0.007927 -0.93 -1.80 -1.40
H -2.471683 -0.514204 0.423291 -0.04 -0.47 -0.51
H -2.519926 -1.861255 -0.589874 -0.36 -0.07 0.70
H -3.849229 0.713204 -2.202979 -0.29 0.30 0.35
H -6.015588 -1.350843 -2.617815 0.19 0.38 0.63
H -8.892375 -2.403526 -0.292970 -0.04 0.54 -0.09
H -7.787602 1.256608 -0.862728 0.27 0.04 0.30
C -1.144715 1.589703 -0.988098 -0.13 -0.08 -0.08
O 0.154046 1.192073 -1.440420 0.29 3.75 -0.14
P 0.554607 1.735740 -3.026261 1.81 -8.44 -3.66
O -0.249321 0.601639 -3.661833 -0.51 1.58 0.41
O 2.129095 1.332141 -2.834805 -0.72 1.17 -0.14
C 2.530069 0.343999 -1.908923 0.34 -0.32 0.76
O 0.954140 2.493852 -4.502659 -0.38 2.73 2.77
C 1.201291 1.669588 -5.629365 -0.31 -0.57 -0.41
H -1.252347 1.304925 0.058163 0.17 0.06 -0.03
H -1.257651 2.671067 -1.078690 -0.20 -0.07 0.23
H -1.910702 1.085547 -1.569370 0.15 0.09 0.02
H 1.872325 -0.526696 -1.936517 -0.08 0.12 0.01
H 2.552839 0.772150 -0.907048 -0.03 -0.24 0.05
H 3.540713 0.017415 -2.160113 -0.07 0.24 -0.21
H 0.260975 1.304499 -6.044737 0.11 -0.12 0.13
H 1.855821 0.834943 -5.377116 -0.10 -0.01 0.08
H 1.692717 2.283785 -6.388077 -0.02 0.23 0.30
C 5.786896 -2.212739 3.338857 0.32 -0.07 -0.29
O 4.967587 -1.140157 3.811931 -1.19 -3.05 1.89
P 3.284224 -1.347427 3.540659 -1.13 8.28 -4.76
O 3.418630 -0.872759 2.095614 0.30 -1.62 0.38
O 2.940371 -0.094088 4.537416 -0.07 -1.04 0.32
C 3.869041 0.948272 4.788665 0.35 0.28 0.34
O 1.610382 -1.641324 3.409671 1.10 -2.52 2.39
C 0.867750 -0.755168 2.579995 -0.05 0.19 -0.63
H 6.806985 -2.042743 3.681210 -0.10 0.07 0.07
H 5.434150 -3.165050 3.737329 0.23 -0.03 -0.04
H 5.777686 -2.239341 2.247481 -0.08 -0.01 0.04
H 4.355809 1.280835 3.870019 0.01 -0.16 0.00
H 4.612552 0.623201 5.516348 0.08 0.09 -0.12
H 3.323555 1.792647 5.214135 -0.19 -0.22 -0.03
H 1.024853 -1.001197 1.528322 0.12 0.15 0.10
H 1.132515 0.285130 2.771835 0.12 -0.07 -0.03
H -0.193029 -0.892933 2.805827 0.17 -0.25 0.31
```
Positions in Å, forces in eV/Å.

(2)
Molecular formula: C6H24KO6
Method: DFT, ωB97M-V with the def2-TZVPD basis set

Its frontier orbital gap is 11.22 eV. The energy above the lowest of the compared OMol25 structures with the same formula, charge and spin comes out at 51.6 kcal/mol. Its lowest unoccupied orbital energy is -2.32 eV. The value obtained for the HOMO energy is -0.4976 hartree. The total charge is +1.

```
37
Properties=species:S:1:pos:R:3:forces:R:3
K -21.416290 13.172623 20.543497 0.01 0.05 -0.07
C -23.241530 15.316193 23.053720 -0.23 0.12 0.26
O -23.671679 14.407286 22.031853 -0.09 0.30 0.15
H -23.588759 15.011344 24.045173 0.16 -0.25 -0.07
H -22.156097 15.346532 23.034789 0.03 0.04 0.01
H -23.649141 16.320055 22.904171 0.20 0.00 -0.25
H -24.630279 14.504087 22.001375 0.07 -0.26 -0.22
C -18.161082 12.580169 19.470538 0.89 -0.70 0.06
O -18.902423 12.028510 20.569085 0.12 0.23 -0.40
H -18.005340 11.833146 18.684877 -0.46 0.10 -0.13
H -18.652402 13.461798 19.075092 -0.15 0.04 0.11
H -17.139369 12.811873 19.787456 -0.18 0.45 0.11
H -18.357950 11.302700 20.889605 -0.26 -0.06 0.20
C -21.000006 10.905674 23.478869 0.01 0.25 -0.02
O -21.826742 11.183484 22.353083 -0.02 0.21 -0.29
H -19.969684 11.095487 23.186009 0.01 -0.14 -0.15
H -21.214653 11.597142 24.295037 -0.13 -0.19 0.18
H -21.113568 9.868169 23.780589 0.09 -0.04 0.22
H -22.740127 10.972257 22.566280 0.03 -0.05 0.09
C -22.395341 14.950752 17.422024 0.13 0.48 -0.40
O -21.145428 14.711977 18.052100 -0.11 -0.34 0.53
H -23.186286 14.512461 18.028392 0.11 -0.20 0.02
H -22.619330 16.020479 17.354688 0.09 -0.03 -0.01
H -22.407827 14.540885 16.409107 -0.18 -0.10 0.07
H -20.414432 14.997800 17.500537 -0.11 0.15 -0.16
C -21.156130 16.833344 20.531929 0.33 0.06 0.01
O -20.256385 15.776088 20.891193 -0.28 -0.15 -0.05
H -22.139549 16.405884 20.347009 0.00 -0.08 0.15
H -21.205938 17.559754 21.344276 -0.21 0.05 -0.09
H -20.836616 17.333519 19.614632 0.07 -0.01 0.06
H -19.495848 16.162658 21.331790 0.05 0.00 -0.02
C -21.267384 11.203071 17.361598 0.13 0.19 -0.32
O -22.282398 11.642204 18.262655 -0.02 0.03 0.05
H -21.648300 10.559269 16.565181 -0.17 -0.03 0.16
H -20.785735 12.063291 16.883813 0.11 -0.08 0.11
H -20.532291 10.638605 17.928957 -0.01 0.05 0.10
H -22.935020 12.128298 17.748653 -0.03 -0.11 0.01
```
Positions in Å, forces in eV/Å.

(3)
Molecular formula: C6H24N12O6
Method: DFT, ωB97M-V with the def2-TZVPD basis set

Its frontier orbital gap is 9.37 eV. The energy above the lowest of the compared OMol25 structures with the same formula, charge and spin comes out at 21.7 kcal/mol. Its lowest unoccupied orbital energy is 0.29 eV. The value obtained for the HOMO energy is -0.3336 hartree. The total charge is 0. The SMILES is NC(N)=O.NC(N)=O.NC(N)=O.NC(N)=O.NC(N)=O.NC(N)=O.

```
48
Properties=species:S:1:pos:R:3:forces:R:3
N 2.429126 -2.977949 -0.640122 -0.11 -0.25 0.24
C 3.433460 -3.823810 -0.989340 0.34 0.62 -0.75
N 4.406373 -4.046790 -0.047494 0.25 -0.37 0.46
O 3.547129 -4.266138 -2.123504 -0.02 -0.21 0.19
H 1.978732 -2.463732 -1.391337 -0.07 -0.08 0.22
H 2.320337 -2.653355 0.303617 0.03 0.24 -0.08
H 4.367934 -3.736410 0.905337 -0.23 0.11 -0.07
H 5.109272 -4.728919 -0.265450 -0.11 -0.05 -0.13
N -2.192415 2.238015 -1.508401 -0.35 0.52 -0.09
C -3.459518 2.242474 -0.994954 -0.30 -0.31 0.49
N -4.054933 3.478177 -0.949051 0.08 0.85 -0.37
O -3.994294 1.247189 -0.545859 0.11 -0.08 0.29
H -1.914959 3.026310 -2.065305 0.54 -0.17 0.02
H -1.620257 1.422763 -1.388928 -0.09 -0.16 -0.43
H -4.858731 3.677127 -0.384421 -0.19 -0.63 -0.07
H -3.746871 4.255586 -1.508161 0.26 -0.13 0.05
N -0.776778 -1.884383 -3.680789 0.29 0.29 0.28
C -0.181026 -1.510039 -2.516461 -0.45 -0.26 0.34
N -0.990827 -1.476581 -1.416101 0.30 0.31 0.12
O 1.009366 -1.239226 -2.421691 0.02 0.30 -0.36
H -1.723603 -2.210533 -3.686110 0.02 -0.03 -0.30
H -0.183960 -1.891208 -4.489550 -0.18 -0.22 -0.14
H -1.985446 -1.610472 -1.403603 0.00 0.05 -0.13
H -0.538302 -1.104502 -0.597769 -0.10 -0.24 0.24
N -0.964910 0.517219 2.189733 1.23 0.92 -1.20
C 0.161930 0.411271 1.435607 -0.89 -0.71 0.71
N 0.487621 1.475363 0.635868 -0.10 -0.19 0.51
O 0.818496 -0.629866 1.472230 0.79 0.09 -0.33
H -1.531848 1.333332 2.056578 -0.40 -0.19 0.47
H -1.137692 -0.280711 2.796816 -0.65 -0.09 0.15
H -0.239475 2.144449 0.457358 0.18 0.10 -0.40
H 1.288960 1.357190 0.041757 -0.20 -0.03 -0.27
N 1.701515 4.160874 -2.250269 -0.37 -0.14 -0.02
C 0.473478 4.676962 -1.900978 1.13 0.68 0.28
N 0.081606 4.380041 -0.619276 0.47 -0.07 -1.43
O -0.123945 5.436410 -2.636774 -0.64 -0.24 -0.13
H 2.069477 4.438798 -3.140291 0.00 -0.05 -0.04
H 2.254732 3.568384 -1.659291 -0.01 0.03 -0.04
H -0.782948 4.798508 -0.336133 0.06 -0.22 0.62
H 0.722340 3.798146 -0.116656 -0.52 0.21 0.86
N 0.654859 -2.541642 3.666305 -0.09 -0.10 0.61
C -0.576928 -2.366595 4.220876 0.06 -0.30 -0.55
N -0.803979 -3.059758 5.381048 0.64 0.33 -0.29
O -1.436175 -1.677172 3.682681 -0.29 -0.15 0.37
H 0.917784 -1.972785 2.873500 -0.12 0.23 -0.12
H 1.332699 -3.113938 4.135488 0.09 0.06 -0.15
H -1.741115 -3.297274 5.640981 -0.02 0.08 0.10
H -0.006286 -3.520806 5.778309 -0.39 -0.34 0.27
```
Positions in Å, forces in eV/Å.